Record 1
DFT (ωB97M-V/def2-TZVPD) results for a structure of composition C31H31IrNO4PSe2Te2.

Last column: Mulliken spin population.
Positions of all 73 atoms, in Å:
Ir -0.231 -0.545 -0.594  0.034
N 2.541 0.124 1.615  0.042
C 2.069 0.920 2.625  0.028
C 2.937 1.204 3.697  0.000
C 2.585 2.081 4.694  0.000
C 1.348 2.720 4.658  0.002
C 0.480 2.426 3.627  0.005
C 0.788 1.511 2.614  -0.026
P -0.488 1.172 1.321  -0.021
C -0.973 2.889 0.904  -0.002
C 0.004 3.878 0.793  0.002
C -0.341 5.176 0.446  0.000
C -1.669 5.505 0.217  0.000
C -2.647 4.526 0.325  0.000
C -2.302 3.224 0.656  0.000
C -1.927 0.594 2.325  0.007
C -2.313 -0.740 2.244  -0.016
C -3.412 -1.218 2.946  0.009
C -4.133 -0.365 3.764  0.000
C -3.745 0.965 3.880  0.000
C -2.660 1.440 3.163  -0.002
H 1.881 -0.246 0.947  -0.010
H 3.288 -0.507 1.847  0.020
H 3.908 0.722 3.712  0.000
H 3.276 2.277 5.505  0.000
H 1.068 3.433 5.421  0.000
H -0.474 2.931 3.602  0.001
H 1.039 3.635 0.996  0.000
H 0.431 5.931 0.357  0.000
H -1.938 6.518 -0.055  0.000
H -3.685 4.768 0.136  0.000
H -3.071 2.465 0.702  0.000
H -1.739 -1.438 1.650  -0.010
H -3.690 -2.259 2.837  -0.001
H -4.993 -0.730 4.313  0.000
H -4.296 1.640 4.523  0.000
H -2.413 2.489 3.245  0.000
Se 0.598 -2.395 0.650  0.775
Te -2.402 -4.205 0.105  0.200
Te -2.523 -1.941 -1.264  0.000
Se -0.498 -1.924 -2.745  -0.004
C 1.142 1.084 -3.456  0.002
C 2.020 0.847 -2.221  0.002
C 2.070 2.133 -1.390  0.002
C 3.438 0.485 -2.694  -0.001
C 1.478 -0.261 -1.352  -0.012
H 1.552 1.927 -4.021  -0.001
H 0.120 1.311 -3.168  -0.002
H 1.124 0.204 -4.099  0.000
H 2.487 2.944 -1.994  -0.001
H 2.682 2.010 -0.493  0.003
H 1.061 2.407 -1.090  -0.003
H 3.863 1.298 -3.288  0.000
H 3.414 -0.416 -3.310  0.000
H 4.099 0.302 -1.843  0.000
H 2.154 -1.126 -1.339  0.002
O -3.569 0.961 -1.555  0.000
C -2.514 1.501 -1.870  0.005
O -1.344 1.235 -1.410  -0.029
C -2.549 2.659 -2.848  0.002
C -3.619 2.768 -3.723  0.000
C -3.691 3.800 -4.666  0.000
C -2.662 4.706 -4.666  0.000
O -2.500 5.810 -5.471  0.000
C -1.279 6.419 -5.058  0.000
O -0.719 5.643 -4.008  0.000
C -1.599 4.602 -3.792  -0.001
C -1.504 3.593 -2.873  0.002
H -4.403 2.027 -3.659  0.000
H -4.517 3.881 -5.360  0.000
H -1.483 7.431 -4.698  0.000
H -0.586 6.450 -5.902  0.000
H -0.672 3.518 -2.187  -0.002

- energy above the lowest of the compared OMol25 structures with the same formula, charge and spin (kJ/mol) = 104.7
- charge = -1
- 2S+1 = 2
- orbital gap (alpha / beta) (eV) = 5.612 / 5.524
- HOMO level (alpha / beta) (eV) = -3.727 / -3.704
- energy (eV) = -199739.697

Record 2
DFT (ωB97M-V/def2-TZVPD) results for a structure of composition C47H63BBaGeN7O5S2Se.

Last column: Löwdin charge in e.
Positions of all 128 atoms, in Å:
Ba -0.195 -0.038 1.013  1.794
C -3.719 -3.525 -3.918  -0.033
C -2.315 -3.442 -3.422  -0.292
C -1.136 -3.614 -4.121  0.014
C -0.120 -3.388 -3.170  -0.274
N -0.648 -3.109 -1.990  0.157
N -1.983 -3.161 -2.145  -0.001
B -2.909 -2.697 -1.020  -0.558
N -2.921 -1.159 -0.956  0.010
N -2.270 -0.459 -1.919  0.139
C -2.842 0.731 -1.976  -0.294
C -3.903 0.814 -1.049  -0.004
C -3.918 -0.411 -0.419  -0.296
C -4.787 -0.934 0.672  -0.015
C -2.339 1.763 -2.958  -0.536
C -2.994 3.115 -2.679  -0.048
C -2.700 1.293 -4.374  -0.053
C -0.814 1.901 -2.855  -0.041
N -2.504 -3.401 0.294  0.015
N -1.797 -2.865 1.311  0.106
C -1.696 -3.821 2.238  -0.266
C -2.336 -4.990 1.807  0.017
C -2.837 -4.679 0.558  -0.277
C -3.590 -5.546 -0.393  -0.030
C -0.966 -3.593 3.543  -0.551
C -1.305 -4.697 4.546  -0.068
C -1.400 -2.239 4.097  -0.053
C 0.543 -3.590 3.298  -0.043
C 1.379 -3.458 -3.332  -0.549
C 1.907 -4.716 -2.634  -0.051
C 1.749 -3.510 -4.815  -0.069
C 2.011 -2.218 -2.697  -0.065
H -3.714 -3.844 -4.960  0.072
H -4.222 -2.558 -3.856  0.081
H -4.312 -4.237 -3.341  0.067
H -1.033 -3.853 -5.167  0.094
H -4.035 -3.056 -1.282  0.115
H -4.546 1.651 -0.833  0.108
H -5.543 -0.195 0.936  0.082
H -4.200 -1.157 1.565  0.071
H -5.286 -1.857 0.364  0.075
H -4.072 3.075 -2.855  0.083
H -2.571 3.882 -3.333  0.084
H -2.824 3.418 -1.644  0.067
H -3.779 1.145 -4.468  0.081
H -2.210 0.343 -4.592  0.079
H -2.386 2.033 -5.117  0.075
H -0.531 2.466 -1.965  0.058
H -0.426 2.433 -3.730  0.083
H -0.348 0.915 -2.819  0.073
H -2.424 -5.930 2.324  0.097
H -3.653 -6.558 0.007  0.074
H -3.095 -5.589 -1.365  0.076
H -4.603 -5.175 -0.560  0.075
H -2.383 -4.779 4.696  0.083
H -0.840 -4.476 5.510  0.080
H -0.931 -5.666 4.209  0.077
H -2.454 -2.243 4.381  0.094
H -1.305 -1.514 3.295  0.011
H -0.798 -1.937 4.957  0.085
H 0.877 -4.566 2.935  0.089
H 1.084 -3.368 4.224  0.086
H 0.841 -2.849 2.554  0.033
H 1.517 -5.616 -3.115  0.081
H 1.590 -4.731 -1.590  0.081
H 3.000 -4.751 -2.669  0.076
H 1.359 -4.414 -5.289  0.077
H 2.836 -3.512 -4.932  0.079
H 1.348 -2.646 -5.349  0.083
H 1.611 -2.048 -1.698  0.063
H 1.792 -1.335 -3.305  0.076
H 3.097 -2.331 -2.618  0.079
S 4.727 -0.376 1.819  0.943
C 4.665 -1.749 0.809  -0.464
C 3.383 -2.173 0.609  -0.258
C 2.363 -1.406 1.256  -0.274
C 2.958 -0.379 1.959  -0.560
C 2.375 0.494 3.009  -0.329
C 3.201 1.236 3.868  -0.060
C 2.687 1.856 4.986  -0.066
C 1.339 1.718 5.280  -0.064
C 0.555 1.025 4.377  -0.151
N 1.051 0.460 3.281  -0.076
H 5.575 -2.186 0.423  0.054
H 3.179 -3.049 0.003  0.077
H 4.259 1.308 3.655  0.073
H 3.333 2.438 5.631  0.109
H 0.901 2.154 6.167  0.102
H -0.511 0.887 4.528  0.109
C 5.433 2.615 -1.147  -0.254
S 3.792 2.220 -1.786  0.824
C 4.183 0.559 -2.351  -0.239
O 2.948 2.027 -0.580  -0.591
H 6.165 2.598 -1.954  0.051
H 5.676 1.887 -0.373  0.042
H 5.375 3.617 -0.722  0.043
H 4.955 0.590 -3.120  0.059
H 3.267 0.144 -2.764  0.025
H 4.494 -0.028 -1.484  0.048
O -2.345 0.703 2.447  -0.570
Se -2.303 2.149 1.666  0.796
O -0.958 3.058 2.374  -0.485
O -1.531 1.947 0.203  -0.699
O -3.627 3.002 1.676  -0.388
Ge 0.572 3.179 1.255  0.910
C 0.107 4.523 -0.050  -0.273
C -1.138 5.141 -0.026  -0.095
C -1.399 6.220 -0.862  -0.081
C -0.421 6.689 -1.726  -0.096
C 0.826 6.081 -1.749  -0.087
C 1.090 5.010 -0.906  -0.101
C 1.758 4.156 2.422  -0.277
C 3.100 4.281 2.080  -0.106
C 3.920 5.161 2.774  -0.088
C 3.399 5.925 3.810  -0.099
C 2.058 5.809 4.148  -0.086
C 1.236 4.932 3.450  -0.093
H 1.167 1.845 0.715  -0.080
H -1.925 4.789 0.628  0.086
H -2.376 6.688 -0.837  0.104
H -0.630 7.529 -2.377  0.096
H 1.595 6.438 -2.424  0.097
H 2.069 4.544 -0.928  0.077
H 3.515 3.668 1.287  0.082
H 4.966 5.249 2.506  0.097
H 4.038 6.611 4.353  0.095
H 1.646 6.403 4.954  0.098
H 0.190 4.849 3.718  0.102

- energy above the lowest of the compared OMol25 structures with the same formula, charge and spin (kJ/mol) = 68.0
- charge = -1
- orbital gap (eV) = 6.960
- HOMO level (eV) = -5.120
- energy (eV) = -215336.558

Record 3
DFT (ωB97M-V/def2-TZVPD) results for a cluster of 2 separate species, C2H5NO2S in total.

Last column: natural (NBO) charge in e.
Positions of all 11 atoms, in Å:
C 1.414 -0.586 0.066  0.644
C -0.997 -0.525 -0.741  -0.609
N 1.624 0.645 -0.065  -0.371
O 1.995 -1.601 0.215  -0.559
O 2.774 1.482 0.027  -0.542
S -1.948 0.645 0.153  0.035
H -1.315 -1.558 -0.583  0.225
H -0.446 -0.123 -1.489  0.198
H 0.899 1.252 0.036  0.387
H 3.489 0.830 -0.050  0.474
H -2.532 -0.192 0.946  0.120

- energy above the lowest of the compared OMol25 structures with the same formula, charge and spin (kJ/mol) = 522.3
- orbital gap (alpha / beta) (eV) = 7.842 / 8.072
- HOMO level (alpha / beta) (eV) = -7.574 / -7.750
- energy (eV) = -18570.156

Record 4
DFT (ωB97M-V/def2-TZVPD) results for a cluster of 2 separate species, C2 in total.

Last column: natural (NBO) charge in e.
Positions of all 2 atoms, in Å:
C -0.016 -0.112 1.505  0.000
C 0.016 0.112 -1.505  0.000

- energy above the lowest of the compared OMol25 structures with the same formula, charge and spin (kJ/mol) = 840.0
- orbital gap (eV) = 4.935
- HOMO level (eV) = -7.780
- energy (eV) = -2056.026

Record 5
DFT (ωB97M-V/def2-TZVPD) results for an isolated molecule of C18H20N2O3S.

Last column: natural (NBO) charge in e.
Positions of all 44 atoms, in Å:
C 4.752 4.625 1.282  -0.265
H 5.381 5.396 0.960  0.200
O 5.096 3.420 0.348  -0.449
C 4.419 2.425 0.427  0.339
C 3.297 2.376 1.113  -0.388
C 2.705 1.096 1.310  -0.227
C 3.122 0.111 0.595  0.086
C 4.299 0.163 -0.489  -0.159
C 4.994 1.372 -0.435  -0.225
H 5.743 1.558 -0.977  0.195
H 4.728 -0.796 -0.977  0.233
N 2.627 -1.326 0.299  -0.650
C 1.096 -1.461 0.146  0.743
O 0.875 -2.897 0.294  -0.699
C 0.185 -0.474 -0.021  -0.440
C -0.710 -0.695 -0.983  -0.388
H -0.230 -0.833 -1.951  0.222
C -1.732 -1.831 -0.808  -0.245
N -2.549 -1.773 0.217  -0.438
C -3.750 -1.216 0.464  0.617
O -4.208 -0.667 1.271  -0.520
C -4.489 -1.367 -0.704  -0.229
C -5.379 -0.455 -1.339  -0.267
C -6.149 -0.831 -2.302  -0.259
C -5.877 -2.251 -3.000  -0.373
S -4.891 -2.872 -1.738  0.445
H -6.523 -2.546 -3.528  0.163
H -6.850 -0.335 -3.063  0.232
H -5.409 0.711 -0.883  0.235
C -1.740 -1.522 1.547  -0.257
C -0.672 -0.470 1.311  -0.360
H -0.049 -0.280 2.138  0.218
H -1.303 0.511 1.311  0.204
H -2.366 -1.273 2.323  0.233
H -1.122 -2.402 1.599  0.234
H -2.348 -2.188 -1.731  0.245
H -1.173 -2.830 -0.930  0.242
H -1.337 0.140 -1.056  0.212
H 0.738 0.397 -0.041  0.262
H 3.238 -2.162 0.447  0.437
H 1.726 0.882 2.051  0.222
H 3.116 2.957 2.189  0.226
H 3.869 5.065 1.008  0.196
H 4.849 4.547 2.306  0.196

- energy above the lowest of the compared OMol25 structures with the same formula, charge and spin (kJ/mol) = 1684.7
- orbital gap (eV) = 8.304
- HOMO level (eV) = -8.175
- energy (eV) = -38932.741

Record 6
DFT (ωB97M-V/def2-TZVPD) results for a cluster of 11 separate species, H22O11 in total.

Last column: natural (NBO) charge in e.
Positions of all 33 atoms, in Å:
O -2.741 0.088 0.444  -0.945
H -3.657 0.003 0.153  0.480
H -2.379 0.803 -0.103  0.485
O 0.912 -2.144 1.616  -0.972
H 0.107 -2.380 2.093  0.492
H 0.674 -1.355 1.096  0.494
O 2.585 -0.631 -1.763  -0.968
H 3.417 -0.889 -1.349  0.481
H 2.110 -0.158 -1.066  0.491
O -2.198 3.160 1.550  -0.958
H -1.371 2.725 1.805  0.482
H -2.268 3.006 0.599  0.467
O 3.351 0.091 1.124  -0.958
H 2.529 0.041 1.630  0.483
H 4.038 -0.163 1.749  0.475
O -1.669 -2.463 0.208  -1.001
H -1.031 -2.391 -0.521  0.489
H -2.010 -1.548 0.339  0.482
O 1.156 -3.062 -0.928  -1.010
H 1.674 -2.326 -1.289  0.480
H 1.030 -2.833 0.022  0.487
O -1.595 2.395 -1.300  -0.973
H -2.161 2.531 -2.071  0.492
H -0.835 2.971 -1.454  0.490
O -0.938 -1.826 -2.609  -0.948
H -1.613 -1.329 -3.084  0.463
H -0.701 -2.545 -3.205  0.489
O 0.464 0.085 0.009  -0.969
H -0.115 -0.205 -0.713  0.506
H 0.378 1.043 0.034  0.488
O 0.676 2.824 2.288  -0.956
H 0.927 3.504 1.652  0.474
H 1.255 2.976 3.044  0.486

- energy above the lowest of the compared OMol25 structures with the same formula, charge and spin (kJ/mol) = 116.6
- orbital gap (eV) = 9.238
- HOMO level (eV) = -9.784
- energy (eV) = -22880.306